Formula: C2HF4P
Source: OMol25
Level of theory: the ωB97M-V functional and the def2-TZVPD basis

Results
SMILES ... FC(F)F.FC#P
E_HOMO ... -10.014 eV
Energy relative to the best compared isomer or geometry (same formula, charge and spin) ... 239.0 kJ/mol

Each line ends with the Löwdin charge.
Geometry (Å):
F 1.0716 1.1020 0.7193  0.0806
C 1.6411 -0.0389 0.3203  -0.4925
F 1.1536 -0.9733 1.1724  0.0813
F 1.1217 -0.2495 -0.8723  0.1243
H 2.7701 0.0581 0.4226  0.1841
F -2.3236 -0.6317 -1.7375  0.0154
C -2.4967 -0.0650 -0.5921  -0.7729
P -2.9378 0.7984 0.5672  0.7798